<w>
This record from the Open Molecules 2025 dataset describes 2 unconnected molecules or ions with the total composition C8H16O. The level of theory is the ωB97M-V functional and the def2-TZVPD basis.

Structure (XYZ):
```
25
Properties=species:S:1:pos:R:3
C 0.327 -1.477 -0.474
C 2.600 -0.250 -0.196
H -1.552 2.164 -0.606
C 2.633 0.702 0.714
C -1.719 -0.087 -1.055
H 1.962 -1.851 0.892
C 1.804 -1.599 -0.160
H -2.526 1.299 0.503
H 3.175 1.615 0.676
H 1.909 0.795 1.637
H 0.388 0.649 -0.540
H -1.442 -2.538 -0.260
H 0.245 -3.451 0.174
H -1.944 2.228 1.686
H -2.241 -0.773 -0.419
C -0.348 -2.592 -0.163
C -2.222 1.293 -0.593
H -1.118 2.677 2.854
H -2.013 -0.399 -2.088
O -1.877 2.955 2.329
H 0.296 -0.178 -2.085
C -0.170 -0.176 -1.053
H -3.127 1.552 -1.126
H 2.464 -2.188 -0.825
H 3.171 -0.061 -1.113
```

- LUMO energy: 0.02781 Ha
- Gap between HOMO and LUMO: 10.05 eV
- SMILES: C=CCC(=C)CCC.O
- Charge: 0



<x>
This record from the Open Molecules 2025 dataset describes 3 unconnected molecules or ions with the total composition C8H16O. The level of theory is the ωB97M-V functional and the def2-TZVPD basis.

Structure (XYZ):
```
25
Properties=species:S:1:pos:R:3
H 1.221 1.254 -1.877
C 0.607 -0.231 -0.466
C -0.378 0.137 1.936
C 0.629 1.184 -0.960
C 1.005 0.344 2.501
H 1.625 -0.551 2.402
H -0.161 -2.057 -4.105
H -0.324 -0.347 -3.641
H -2.232 1.180 1.518
C -0.404 -1.375 -3.282
H 1.525 1.177 2.017
C 0.546 -1.577 -2.112
H -0.470 -1.854 0.388
H 0.966 0.589 3.573
C -1.247 1.369 1.954
H -1.426 1.719 2.983
C -0.538 -0.809 0.102
H -1.505 -0.471 -0.262
H -0.784 2.204 1.420
H -0.876 -0.694 2.439
O 1.369 -2.460 -2.108
H -1.430 -1.553 -2.952
H -0.375 1.557 -1.170
H 1.560 -0.580 -0.073
H 1.097 1.845 -0.225
```

- LUMO energy: 0.03260 Ha
- Gap between HOMO and LUMO: 7.90 eV
- Charge: 0



<y>
This record from the Open Molecules 2025 dataset describes a molecular structure, C8H16O. The level of theory is the ωB97M-V functional and the def2-TZVPD basis.

Structure (XYZ):
```
25
Properties=species:S:1:pos:R:3
H -1.724 0.244 -2.429
H -3.300 -1.052 0.410
C -1.134 -1.102 0.694
C 1.888 0.555 -0.994
C -2.506 -1.786 0.542
C 1.236 2.789 0.226
C -0.020 -2.137 0.896
H -1.169 -0.455 1.578
H 0.037 -2.807 0.039
H 0.200 0.716 -2.095
C 1.099 1.297 0.472
H 1.793 0.930 1.229
H 0.618 3.088 -0.622
H 0.947 -1.651 1.014
H 1.815 -0.535 -0.867
H -2.721 -2.371 1.437
H 2.262 3.064 -0.017
C -1.032 0.242 -1.610
H 2.895 0.919 -0.772
O 1.405 1.029 -2.129
H -0.221 -2.730 1.788
H -2.506 -2.458 -0.316
H 0.916 3.359 1.100
H 0.122 1.119 0.911
C -0.898 -0.268 -0.484
```

- LUMO energy: 0.01168 Ha
- Gap between HOMO and LUMO: 8.85 eV
- Charge: 0



Result of the stability comparison: <w> is the most stable of them.



<w>
This record from the Open Molecules 2025 dataset describes H3O2PS in the gas phase. The level of theory is the ωB97M-V functional and the def2-TZVPD basis.

Structure (XYZ):
```
7
Properties=species:S:1:pos:R:3
S -2.269 -0.352 0.082
O 0.887 -1.431 0.441
H 0.314 -0.112 -1.615
O 0.270 1.283 0.151
P -0.399 -0.092 -0.350
H 1.679 -0.867 0.567
H -0.482 1.570 0.724
```

- LUMO energy: 0.01502 Ha
- Gap between HOMO and LUMO: 10.62 eV
- SMILES: O[PH](O)=S
- Charge: 0



<x>
This record from the Open Molecules 2025 dataset describes 2 unconnected molecules or ions with the total composition H3O2PS. The level of theory is the ωB97M-V functional and the def2-TZVPD basis.

Structure (XYZ):
```
7
Properties=species:S:1:pos:R:3
S -0.798 0.450 0.071
H 0.066 -0.567 -0.454
O 0.014 1.665 -0.050
H 2.437 -0.168 1.567
O 3.131 -0.080 -0.670
H -1.340 0.024 -1.241
P 3.070 0.631 0.621
```

- LUMO energy: -0.02890 Ha
- Gap between HOMO and LUMO: 8.81 eV
- Charge: 0



Result of the stability comparison: <w> is the most stable of them.



<w>
This record from the Open Molecules 2025 dataset describes C3H2ClNOS2 in the gas phase. The level of theory is the ωB97M-V functional and the def2-TZVPD basis.

Structure (XYZ):
```
10
Properties=species:S:1:pos:R:3
C -0.233 -0.603 -0.831
N 0.118 1.241 0.526
C -0.309 0.194 1.222
H 0.900 -1.580 -2.821
C 0.193 0.721 -0.827
Cl 0.969 1.636 -1.973
O -0.865 -0.782 0.449
H -0.284 1.395 3.149
S -0.150 -0.134 3.028
S -0.338 -2.090 -1.923
```

- LUMO energy: 0.00219 Ha
- Gap between HOMO and LUMO: 8.56 eV
- SMILES: Sc1nc(Cl)c(S)o1
- Charge: 0



<x>
This record from the Open Molecules 2025 dataset describes C3H2ClNOS2 in the gas phase. The level of theory is the ωB97M-V functional and the def2-TZVPD basis.

Structure (XYZ):
```
10
Properties=species:S:1:pos:R:3
C -0.138 0.095 -1.333
S 0.159 -0.257 -3.129
C -0.258 1.240 -0.690
C -0.938 0.935 -3.639
H -1.089 0.602 0.911
O -0.794 1.401 0.559
Cl -0.005 3.953 -0.510
H -0.227 -0.959 -0.784
S -1.186 2.288 -2.799
N -0.030 2.477 -1.337
```

- LUMO energy: -0.01097 Ha
- Gap between HOMO and LUMO: 8.31 eV
- Charge: 0



Result of the stability comparison: <w> is the most stable of them.



<w>
This record from the Open Molecules 2025 dataset describes C10H9NO2 in the gas phase. The level of theory is the ωB97M-V functional and the def2-TZVPD basis.

Structure (XYZ):
```
22
Properties=species:S:1:pos:R:3
H -1.002 -2.310 0.305
C 0.544 0.483 0.533
C -2.416 -0.366 -0.264
H 3.687 -1.050 -0.971
N -0.603 -1.514 0.791
H 3.412 1.298 -0.910
C -1.569 -0.506 0.971
H -2.843 1.657 -1.252
H 1.671 2.325 -0.006
O -1.507 1.803 0.138
C -2.133 0.982 -0.821
C 1.719 -1.539 -0.084
H -2.189 -0.870 1.863
H -1.577 0.630 -1.701
C 1.623 1.283 0.115
C -0.790 0.953 1.020
C 2.851 -0.737 -0.419
H -0.644 1.458 1.896
O -3.135 -1.192 -0.775
C 0.568 -0.924 0.367
C 2.763 0.641 -0.371
H 1.571 -2.505 -0.424
```

- LUMO energy: 0.02521 Ha
- Gap between HOMO and LUMO: 8.93 eV
- SMILES: O=C1CO[C@@H]2c3ccccc3N[C@H]12
- Charge: 0



<x>
This record from the Open Molecules 2025 dataset describes C10H9NO2 in the gas phase. The level of theory is the ωB97M-V functional and the def2-TZVPD basis.

Structure (XYZ):
```
22
Properties=species:S:1:pos:R:3
O 3.883 -0.328 -1.860
N 1.994 -1.558 -1.738
C -0.431 1.577 0.021
H 2.192 0.903 0.512
H -3.214 -0.119 2.107
H -1.532 3.273 0.191
H -1.279 -1.452 1.552
C 0.964 -0.698 0.055
H 0.446 1.847 -0.517
H -3.366 2.352 1.455
C 0.900 -1.713 -1.104
C -1.514 2.294 0.416
C -1.265 -0.400 1.084
H 2.310 -2.165 -2.478
C 2.206 0.049 -0.123
C -2.478 1.661 1.147
H -0.811 -1.925 -0.919
H 0.917 -1.264 0.967
C -0.287 0.234 0.322
C -2.353 0.337 1.509
C 2.882 -0.422 -1.199
O -0.165 -2.481 -1.398
```

- LUMO energy: 0.01351 Ha
- Gap between HOMO and LUMO: 7.76 eV
- Charge: 0



Result of the stability comparison: <w> is the most stable of them.



<w>
This record from the Open Molecules 2025 dataset describes H4OP2S in the gas phase. The level of theory is the ωB97M-V functional and the def2-TZVPD basis.

Structure (XYZ):
```
8
Properties=species:S:1:pos:R:3
H -2.607 0.014 -1.140
H -1.543 -1.273 0.420
S 1.567 -0.236 2.317
O -0.313 0.393 -0.739
H 1.405 1.668 0.438
P -1.443 -0.850 -1.101
P 1.098 0.331 0.439
H 1.835 -0.045 -0.634
```

- LUMO energy: -0.02427 Ha
- Gap between HOMO and LUMO: 8.72 eV
- SMILES: PO[PH2]=S
- Charge: 0



<x>
This record from the Open Molecules 2025 dataset describes a molecular structure, H4OP2S. The level of theory is the ωB97M-V functional and the def2-TZVPD basis.

Structure (XYZ):
```
8
Properties=species:S:1:pos:R:3
H 1.528 -0.173 -1.685
H -1.889 -0.987 1.142
O -1.469 -0.995 0.289
H 1.144 1.595 -0.875
H 1.158 -1.343 0.569
S -0.724 1.382 1.783
P 0.397 0.554 -1.671
P -0.145 -0.033 0.448
```

- LUMO energy: -0.02222 Ha
- Gap between HOMO and LUMO: 8.49 eV
- Charge: 0



Result of the stability comparison: <x> is the most stable of them.



<w>
This record from the Open Molecules 2025 dataset describes 2 unconnected molecules or ions with the total composition C4H4Cl2F2. The level of theory is the ωB97M-V functional and the def2-TZVPD basis.

Structure (XYZ):
```
12
Properties=species:S:1:pos:R:3
H 0.649 0.094 2.032
C -1.785 0.004 -1.119
C 0.502 -0.489 1.055
Cl 0.210 -2.224 0.929
C 1.569 0.041 0.146
H -1.348 1.347 0.697
Cl 1.983 1.695 0.698
F 2.644 -0.691 -0.025
F 1.038 0.134 -1.138
C -1.455 0.520 -0.002
H -2.420 0.655 -1.793
H -1.587 -1.087 -1.480
```

- LUMO energy (spin up / spin down): -0.01735 / -0.01457 Ha
- Gap between HOMO and LUMO (spin up / spin down): 8.27 / 8.40 eV
- Charge: 0



<x>
This record from the Open Molecules 2025 dataset describes C4H4Cl2F2 in the gas phase. The level of theory is the ωB97M-V functional and the def2-TZVPD basis.

Structure (XYZ):
```
12
Properties=species:S:1:pos:R:3
H 0.007 -0.246 1.460
F 2.027 0.183 -1.257
F 2.683 -0.163 0.806
H -0.650 -0.211 -1.539
C 1.733 0.302 0.015
C -0.810 -0.055 -0.418
H -2.431 0.143 0.993
C -2.038 0.285 -0.082
Cl 1.417 2.002 0.241
C 0.247 -0.540 0.475
Cl 0.547 -2.209 0.069
H -2.733 0.510 -0.763
```

- LUMO energy: 0.02994 Ha
- Gap between HOMO and LUMO: 11.12 eV
- SMILES: C=C[C@@H](Cl)C(F)(F)Cl
- Charge: 0



Result of the stability comparison: <x> is the most stable of them.



<w>
This record from the Open Molecules 2025 dataset describes a gas-phase ion, C2H4N3O (charge +1). The level of theory is the ωB97M-V functional and the def2-TZVPD basis.

Structure (XYZ):
```
10
Properties=species:S:1:pos:R:3
C -1.491 0.394 0.052
H -1.608 1.277 0.687
C 2.190 -0.540 0.057
H -1.885 -0.457 0.425
O 0.686 1.297 0.010
H 0.280 -1.783 -0.345
N -0.006 0.315 0.009
H -2.070 0.583 -0.970
N 3.284 -0.237 0.043
N 0.620 -0.849 0.033
```

- LUMO energy: -0.26446 Ha
- Gap between HOMO and LUMO: 10.15 eV
- SMILES: C[N+](=O)NC#N
- Charge: +1



<x>
This record from the Open Molecules 2025 dataset describes a gas-phase ion, C2H4N3O (charge +1). The level of theory is the ωB97M-V functional and the def2-TZVPD basis.

Structure (XYZ):
```
10
Properties=species:S:1:pos:R:3
C 1.903 0.038 0.071
O 0.024 1.272 1.041
H 2.347 0.224 1.195
H -3.823 -0.771 -0.455
N -0.659 -0.198 -0.597
C 0.529 0.547 0.288
N -2.924 -0.324 -0.213
H 2.415 0.537 -0.693
N -1.783 -0.338 -0.322
H 1.971 -0.988 -0.314
```

- LUMO energy: -0.20750 Ha
- Gap between HOMO and LUMO: 10.61 eV
- SMILES: CC(=O)N=[N+]=N
- Charge: +1



Result of the stability comparison: <x> is the most stable of them.



<w>
This record from the Open Molecules 2025 dataset describes a gas-phase ion, C7H16N3 (charge +1). The level of theory is the ωB97M-V functional and the def2-TZVPD basis.

Structure (XYZ):
```
26
Properties=species:S:1:pos:R:3
C -0.158 0.002 0.156
C -3.508 -1.484 -0.224
H -3.034 -2.066 0.645
H -2.844 1.472 1.006
H 0.885 0.977 -1.568
H 2.514 -1.134 -1.291
C 0.985 0.987 -0.507
H 4.305 -0.841 0.381
H -3.550 -2.195 -1.118
H -3.243 0.296 -1.358
N -2.613 0.560 0.581
N 2.360 -0.922 -0.242
H -0.418 2.509 -0.254
H 0.010 0.223 1.231
C -1.529 0.087 -0.013
H 2.465 0.886 0.877
H 1.012 3.051 -0.770
H 0.252 -0.989 -0.094
C 0.587 2.400 -0.086
C 3.363 -1.468 0.559
H 3.019 -1.525 1.642
C -2.852 -0.234 -0.582
N 2.236 0.575 -0.128
H 0.812 2.677 0.896
H -4.540 -1.390 0.020
H 3.486 -2.453 0.241
```

- LUMO energy (spin up / spin down): -0.17034 / -0.17032 Ha
- Gap between HOMO and LUMO (spin up / spin down): 7.25 / 7.25 eV
- SMILES: CNN[C@H](C)CC1=[NH+][C@@H]1C
- Charge: +1



<x>
This record from the Open Molecules 2025 dataset describes a gas-phase ion, C7H16N3 (charge +1). The level of theory is the ωB97M-V functional and the def2-TZVPD basis.

Structure (XYZ):
```
26
Properties=species:S:1:pos:R:3
H -0.388 -2.073 -0.013
H 1.464 -2.396 0.687
C 2.108 -1.760 0.130
N 0.398 -0.198 -0.433
N -0.590 -1.174 -0.563
H 2.079 1.639 0.076
N -1.672 0.780 -0.990
C -0.276 1.134 -0.534
H 3.618 0.637 0.438
H -2.484 -0.948 -1.414
H 0.081 1.149 1.673
C -1.894 -0.568 -0.606
H -3.734 -0.688 0.511
H -2.443 -1.622 1.241
H -0.031 2.790 0.847
H -2.038 1.169 -1.866
H 2.967 0.951 -1.222
H 3.125 -1.800 0.374
H 2.173 -2.362 -0.818
H -1.448 1.881 1.191
H -2.433 0.148 1.325
H 0.247 1.863 -1.169
C -2.716 -0.665 0.673
C -0.424 1.817 0.816
C 1.663 -0.431 -0.126
C 2.649 0.726 -0.229
```

- LUMO energy: -0.13704 Ha
- Gap between HOMO and LUMO: 9.22 eV
- SMILES: CC(C)=[N+]1N[C@@H](C)N[C@H]1C
- Charge: +1



Result of the stability comparison: <x> is the most stable of them.